No. 1
A structure of composition C42H53N3OSSiW, computed with the ωB97M-V functional and the def2-TZVPD basis.

The calculation puts the relative energy (zero: lowest compared OMol25 entry of this formula, charge and spin) at 1.381 eV. Its HOMO energy (alpha / beta) is -13.111 / -13.339 eV. The gap between HOMO and LUMO (alpha / beta) is 6.9 / 7.0 eV.

```
! RIJCOSX wB97M-V def2-TZVPD def2/J DEFGRID3
* xyz 2 3
W -0.715 -0.439 -0.871
C -3.331 -1.393 -2.121
C -2.932 -0.482 -3.261
N -1.709 0.288 -2.890
C -0.720 0.362 -3.999
C 0.022 -0.941 -4.225
S 0.740 -1.606 -2.690
C -0.086 -3.217 -2.537
C -1.594 -3.127 -2.548
N -2.111 -2.079 -1.614
H -4.086 -2.113 -2.438
H -3.737 -0.813 -1.293
H -3.750 0.192 -3.507
H -2.717 -1.055 -4.161
H -1.985 1.242 -2.674
H -0.005 1.142 -3.754
H -1.216 0.652 -4.927
H 0.854 -0.757 -4.902
H -0.595 -1.719 -4.675
H 0.291 -3.619 -1.596
H 0.279 -3.856 -3.341
H -2.009 -4.096 -2.275
H -1.959 -2.902 -3.547
H -2.371 -2.539 -0.743
C -3.161 -2.749 1.675
C -3.099 -1.245 1.721
C -3.970 -0.505 2.487
C -3.869 0.898 2.573
C -4.766 1.659 3.508
C -2.950 1.597 1.794
C -2.094 0.887 0.966
C -2.127 -0.536 0.998
N -1.225 1.304 -0.030
C -0.700 2.686 -0.209
C 0.053 3.090 1.069
C 0.651 4.492 0.904
C 1.665 4.467 -0.244
C 0.948 4.065 -1.538
C -0.158 5.078 -1.856
C -1.174 5.097 -0.710
C -0.471 5.492 0.596
C -1.799 3.701 -0.545
C 0.304 2.685 -1.366
H -3.531 -3.164 2.611
H -2.177 -3.192 1.484
H -3.852 -3.078 0.890
H -4.721 -1.017 3.078
H -5.440 0.998 4.049
H -5.364 2.392 2.965
H -4.166 2.206 4.236
H -2.929 2.676 1.845
H -1.152 -1.057 0.939
H 0.848 2.358 1.248
H -0.621 3.065 1.931
H 1.150 4.773 1.833
H 2.473 3.763 -0.019
H 2.118 5.453 -0.369
H 1.663 4.024 -2.362
H -0.654 4.818 -2.798
H 0.276 6.072 -1.987
H -1.966 5.814 -0.932
H -1.193 5.512 1.419
H -0.061 6.500 0.505
H -2.303 3.397 -1.473
H -2.561 3.735 0.234
H 1.077 1.928 -1.182
H -0.223 2.446 -2.294
O 0.843 -0.578 0.220
Si 2.131 -1.454 0.875
C 1.763 -3.228 0.430
C 2.535 -3.976 -0.463
C 2.187 -5.289 -0.780
C 1.067 -5.873 -0.201
C 0.295 -5.150 0.707
C 0.648 -3.843 1.020
C 2.078 -1.268 2.702
C 1.427 -0.182 3.296
C 1.432 -0.020 4.676
C 2.092 -0.944 5.478
C 2.736 -2.033 4.906
C 2.726 -2.196 3.527
C 3.683 -0.840 0.079
C 3.655 0.050 -1.000
C 4.829 0.514 -1.580
C 6.056 0.090 -1.088
C 6.109 -0.791 -0.015
C 4.933 -1.246 0.567
H 3.413 -3.528 -0.921
H 2.799 -5.860 -1.468
H 0.810 -6.899 -0.433
H -0.553 -5.621 1.193
H 0.077 -3.304 1.775
H 0.906 0.543 2.676
H 0.928 0.826 5.126
H 2.102 -0.816 6.554
H 3.240 -2.757 5.534
H 3.219 -3.064 3.095
H 2.703 0.398 -1.384
H 4.792 1.212 -2.408
H 6.973 0.453 -1.536
H 7.066 -1.115 0.372
H 4.993 -1.919 1.418
*
```



No. 2
A structure of composition C42H54BrGaIN2O6S4Si at a distorted geometry, computed with the ωB97M-V functional and the def2-TZVPD basis.

The calculation puts the relative energy (zero: lowest compared OMol25 entry of this formula, charge and spin) at 0.146 eV. Its HOMO energy (alpha / beta) is -9.697 / -9.696 eV. The gap between HOMO and LUMO (alpha / beta) is 6.4 / 6.4 eV.

```
! RIJCOSX wB97M-V def2-TZVPD def2/J DEFGRID3
* xyz 1 1
Ga -0.693 -0.231 -0.983
O -1.996 -4.366 -0.698
C -0.964 -4.920 -1.406
C -0.941 -6.286 -1.568
C -0.084 -6.889 -2.478
C 0.903 -6.166 -3.096
C 0.887 -4.771 -3.034
C 0.021 -4.146 -2.120
C -0.031 -2.712 -1.926
O -0.843 -2.218 -1.021
N 0.816 -1.935 -2.577
N 0.686 -0.624 -2.341
C 1.437 0.276 -3.104
S 1.604 0.017 -4.802
C 2.241 1.629 -5.216
C 3.094 2.034 -4.054
S 2.247 1.755 -2.501
H -1.856 -3.348 -0.731
H -1.640 -6.820 -0.995
H -0.142 -7.933 -2.597
H 1.687 -6.605 -3.754
H 1.461 -4.129 -3.672
H 1.366 2.365 -5.414
H 2.765 1.544 -6.154
H 3.412 3.102 -4.021
H 4.011 1.418 -4.066
C 1.797 5.108 2.130
C 0.565 4.176 2.365
C -0.614 4.479 1.449
C 0.134 4.290 3.759
O 0.963 2.816 2.196
Si 0.259 1.393 2.330
S 0.979 0.344 0.532
O 0.878 0.550 3.601
C 2.141 0.042 4.026
C 2.089 0.256 5.496
C 2.211 -1.461 3.714
C 3.269 0.857 3.378
O -1.342 1.480 2.471
C -2.311 0.824 3.370
C -1.871 1.072 4.826
C -2.354 -0.648 2.983
C -3.642 1.513 2.921
H 2.295 4.833 1.175
H 2.499 4.950 2.956
H 1.500 6.149 2.106
H -0.313 4.421 0.392
H -1.010 5.481 1.641
H -1.401 3.765 1.659
H 0.012 5.362 4.030
H 0.828 3.878 4.534
H -0.859 3.803 3.881
H 1.292 -0.399 5.938
H 1.976 1.304 5.753
H 3.046 -0.189 5.845
H 1.298 -1.949 4.099
H 3.068 -1.987 4.205
H 2.359 -1.729 2.665
H 2.940 1.862 3.388
H 3.534 0.527 2.393
H 4.111 0.800 4.083
H -0.848 0.631 4.956
H -2.501 0.610 5.592
H -1.791 2.167 5.029
H -1.477 -1.211 3.399
H -2.457 -0.680 1.919
H -3.277 -1.064 3.383
H -3.587 2.583 3.137
H -4.596 1.137 3.379
H -3.776 1.303 1.870
Br 3.867 -4.822 1.887
C 5.590 -4.087 2.254
C 6.185 -4.377 3.479
C 7.155 -3.483 3.997
C 7.731 -2.557 3.145
C 7.234 -2.350 1.901
C 6.188 -3.047 1.424
I 5.441 -2.662 -0.485
H 5.758 -5.187 4.101
H 7.402 -3.586 5.089
H 8.631 -1.939 3.415
H 7.706 -1.566 1.336
O -2.478 0.252 -1.275
S -2.789 0.951 -2.736
C -4.379 0.071 -2.980
C -4.287 -1.414 -2.834
C -4.969 -2.069 -1.770
C -5.060 -3.441 -1.735
C -4.483 -4.198 -2.760
C -3.638 -3.597 -3.689
C -3.508 -2.199 -3.751
C -3.287 2.639 -2.344
C -2.909 3.531 -3.516
C -3.621 3.536 -4.776
C -3.139 4.267 -5.853
C -2.103 5.136 -5.682
C -1.432 5.215 -4.464
C -1.739 4.334 -3.455
H -4.744 0.342 -3.999
H -5.115 0.506 -2.258
H -5.479 -1.463 -1.022
H -5.636 -3.919 -0.930
H -4.698 -5.268 -2.741
H -3.006 -4.175 -4.351
H -2.917 -1.682 -4.472
H -2.812 2.948 -1.383
H -4.406 2.690 -2.279
H -4.603 2.994 -4.853
H -3.631 4.170 -6.789
H -1.766 5.768 -6.528
H -0.537 5.873 -4.439
H -1.183 4.378 -2.500
*
```



No. 3
A structure of composition C42H54BrN5O3PPt, computed with the ωB97M-V functional and the def2-TZVPD basis.

The calculation puts the relative energy (zero: lowest compared OMol25 entry of this formula, charge and spin) at 0.000 eV. Its HOMO energy (alpha / beta) is -16.270 / -16.542 eV. The gap between HOMO and LUMO (alpha / beta) is 7.8 / 4.4 eV.

```
! RIJCOSX wB97M-V def2-TZVPD def2/J DEFGRID3
* xyz 3 5
Pt 1.278 -1.147 -0.512
C 0.478 -2.163 -3.425
N 0.763 -2.834 -2.143
C -0.420 -3.595 -1.710
C -0.408 -3.791 -0.235
C -0.999 -4.895 0.348
C -1.057 -4.983 1.730
C -0.516 -3.959 2.483
C 0.080 -2.890 1.839
N 0.139 -2.806 0.502
C 1.918 -3.762 -2.231
C 3.226 -3.218 -1.746
C 4.423 -3.713 -2.232
C 5.607 -3.337 -1.614
C 5.549 -2.485 -0.519
C 4.319 -2.008 -0.116
N 3.180 -2.359 -0.722
C 1.339 -0.959 -3.628
C 1.721 -0.557 -4.893
C 2.383 0.651 -5.048
C 2.639 1.419 -3.926
C 2.250 0.946 -2.687
N 1.614 -0.224 -2.537
H -0.561 -1.826 -3.410
H 0.586 -2.859 -4.259
H -0.475 -4.550 -2.239
H -1.307 -3.029 -1.975
H -1.416 -5.675 -0.277
H -1.517 -5.839 2.205
H -0.543 -3.982 3.564
H 0.525 -2.081 2.388
H 2.010 -4.136 -3.252
H 1.695 -4.624 -1.597
H 4.424 -4.394 -3.072
H 6.557 -3.709 -1.975
H 6.442 -2.186 0.012
H 4.230 -1.335 0.725
H 1.490 -1.180 -5.748
H 2.690 0.987 -6.030
H 3.143 2.372 -4.001
H 2.454 1.499 -1.786
Br 5.087 4.841 2.692
C 4.236 3.285 3.033
C 4.058 2.878 4.405
N 3.468 1.754 4.719
C 3.020 0.978 3.727
C 3.095 1.322 2.347
C 3.723 2.479 1.989
C 2.523 0.392 1.317
O 1.985 -0.679 1.676
O 2.609 0.685 0.100
H 4.403 3.519 5.211
H 2.590 0.024 4.010
H 3.831 2.771 0.952
O -0.358 0.261 0.253
P -1.720 0.937 0.401
C -3.064 -0.280 0.218
C -4.503 0.284 0.232
C -5.072 0.649 -1.140
C -4.887 -0.478 -2.151
C -3.410 -0.830 -2.299
C -2.802 -1.239 -0.957
C -1.933 2.212 -0.909
C -0.601 2.591 -1.565
C 0.183 3.619 -0.755
C -0.652 4.884 -0.559
C -1.969 4.563 0.145
C -2.759 3.467 -0.571
C -1.932 1.683 2.066
C -0.584 2.189 2.659
C -0.345 1.684 4.083
C -0.468 0.163 4.137
C -1.866 -0.313 3.685
C -2.695 0.821 3.088
H -2.934 -0.874 1.127
H -4.577 1.143 0.903
H -5.143 -0.489 0.668
H -4.614 1.563 -1.525
H -6.131 0.875 -1.021
H -5.305 -0.189 -3.115
H -5.439 -1.363 -1.820
H -2.871 0.020 -2.731
H -3.295 -1.656 -3.010
H -1.721 -1.363 -1.044
H -3.219 -2.215 -0.681
H -2.502 1.652 -1.651
H -0.828 3.022 -2.546
H -0.016 1.693 -1.735
H 1.118 3.858 -1.272
H 0.452 3.192 0.219
H -0.852 5.332 -1.536
H -0.098 5.628 0.016
H -2.590 5.458 0.211
H -1.753 4.272 1.174
H -3.111 3.872 -1.525
H -3.660 3.212 -0.009
H -2.566 2.549 1.859
H -0.568 3.279 2.652
H 0.246 1.858 2.025
H -1.039 2.159 4.777
H 0.648 1.995 4.421
H -0.244 -0.202 5.140
H 0.297 -0.251 3.468
H -2.416 -0.721 4.534
H -1.769 -1.131 2.967
H -3.002 1.489 3.894
H -3.625 0.436 2.674
*
```



No. 4
A structure of composition C42H55BaF18N8O13S6 at a distorted geometry, computed with the ωB97M-V functional and the def2-TZVPD basis.

Its HOMO energy is -12.569 eV. The gap between HOMO and LUMO is 3.5 eV.

```
! RIJCOSX wB97M-V def2-TZVPD def2/J DEFGRID3
* xyz 3 1
Ba -0.273 3.590 0.113
C 1.527 0.171 0.420
C 0.459 -0.024 -0.700
C -0.077 -1.420 -1.026
O -0.590 0.920 -0.574
H 1.776 1.228 0.509
H 2.491 -0.332 0.344
H 1.286 -0.225 1.407
H 1.020 0.179 -1.612
H 0.743 -2.128 -1.142
H -0.886 -1.395 -1.757
H -0.571 -1.835 -0.147
C 8.707 -0.142 -3.552
C 7.720 -0.015 -2.451
C 6.309 -0.544 -2.879
N 5.286 -0.531 -1.706
C 4.067 -1.269 -2.274
C 4.194 -2.798 -2.457
C 4.530 -3.385 -1.126
C 5.901 -2.801 -0.692
C 5.666 -1.256 -0.369
C 4.862 0.980 -1.379
H 9.712 0.200 -3.307
H 8.403 0.439 -4.422
H 8.905 -1.175 -3.841
H 7.653 1.017 -2.108
H 8.186 -0.507 -1.597
H 6.354 -1.567 -3.254
H 5.871 0.114 -3.630
H 3.813 -0.724 -3.183
H 3.278 -1.179 -1.528
H 5.067 -3.167 -2.996
H 3.348 -3.244 -2.979
H 4.762 -4.447 -1.211
H 3.707 -3.375 -0.410
H 6.654 -2.971 -1.461
H 6.261 -3.292 0.212
H 6.611 -0.845 -0.014
H 4.886 -1.088 0.374
H 4.265 1.428 -2.174
H 5.832 1.476 -1.407
H 4.374 1.006 -0.405
C 0.612 -0.058 -4.437
N -0.614 -0.428 -5.087
C -0.681 -1.120 -6.268
C -1.896 -1.435 -6.846
C -3.076 -1.153 -6.157
C -3.049 -0.515 -4.943
C -1.815 -0.113 -4.454
C -4.419 -1.556 -6.753
C -4.640 -1.455 -8.120
C -5.830 -1.805 -8.710
N -6.875 -2.292 -7.946
C -6.728 -2.372 -6.645
C -5.523 -2.003 -6.046
C -8.070 -2.869 -8.584
H 0.391 0.686 -3.672
H 1.189 0.495 -5.177
H 0.878 -1.004 -3.965
H 0.312 -1.334 -6.637
H -1.904 -1.943 -7.799
H -3.981 -0.287 -4.446
H -1.753 0.405 -3.508
H -3.891 -1.091 -8.807
H -5.992 -1.793 -9.777
H -7.537 -2.627 -5.978
H -5.461 -2.083 -4.971
H -7.920 -3.922 -8.820
H -8.301 -2.313 -9.492
H -8.915 -2.804 -7.898
C -4.786 3.251 9.822
N -4.654 2.652 8.502
C -4.749 1.295 8.387
C -4.444 0.658 7.203
C -4.168 1.381 6.029
C -4.148 2.748 6.156
C -4.457 3.370 7.397
C -3.804 0.608 4.793
C -2.571 0.888 4.125
C -2.270 0.190 2.936
N -3.048 -0.734 2.485
C -4.257 -0.980 3.060
C -4.647 -0.364 4.262
C -2.683 -1.357 1.236
H -5.839 3.525 9.883
H -4.107 4.064 10.080
H -4.482 2.445 10.490
H -4.884 0.778 9.325
H -4.235 -0.380 6.991
H -3.858 3.319 5.287
H -4.499 4.443 7.511
H -1.837 1.567 4.534
H -1.372 0.336 2.354
H -4.840 -1.683 2.483
H -5.624 -0.561 4.678
H -2.801 -0.647 0.417
H -3.311 -2.246 1.172
H -1.695 -1.762 1.455
C -2.566 6.330 2.368
F -1.259 6.509 2.183
F -3.013 6.957 3.455
F -3.304 6.717 1.273
S -2.995 4.475 2.521
O -1.911 3.819 3.245
O -4.329 4.389 3.106
N -2.763 4.026 0.861
S -4.126 3.471 0.448
O -4.382 2.066 0.876
O -5.289 4.350 0.589
C -3.840 3.295 -1.574
F -4.801 2.609 -2.109
F -3.815 4.530 -2.072
F -2.631 2.686 -1.733
C 3.003 1.657 3.257
F 3.700 1.863 4.305
F 3.690 1.849 2.101
F 2.644 0.369 3.296
S 1.510 2.849 3.218
O 0.351 1.988 3.183
O 1.627 3.641 4.441
N 1.735 3.704 1.698
S 2.750 4.860 2.088
O 2.001 6.093 2.515
O 3.898 4.446 2.893
C 3.499 5.165 0.382
F 4.107 6.336 0.374
F 4.439 4.298 0.115
F 2.486 5.184 -0.500
C 3.847 -7.463 3.126
F 4.952 -7.971 3.698
F 3.523 -8.040 1.976
F 2.843 -7.688 4.027
S 4.042 -5.519 2.750
O 5.067 -4.914 3.668
O 4.413 -5.558 1.317
N 2.399 -5.038 3.106
S 2.526 -3.506 2.963
O 3.059 -2.864 4.162
O 3.034 -2.947 1.723
C 0.633 -3.080 2.967
F 0.580 -1.835 3.329
F 0.099 -3.351 1.785
F 0.035 -3.839 3.878
*
```